# C2H4BrClIN

A 2-piece molecular cluster, C2H4BrClIN overall at a distorted geometry (ωB97M-V with the def2-TZVPD basis set, the Open Molecules 2025 dataset).

Positions of all 10 atoms, in Å:
1 C -1.58134 0.22064 -0.47466
2 C 0.43460 -0.80437 -0.13014
3 N -0.08685 0.19065 -0.64774
4 Cl 2.19743 1.97442 0.52022
5 Br -0.32804 -2.06107 1.08883
6 I 3.62564 0.30706 1.10137
7 H -1.72690 0.98375 0.38607
8 H -1.95674 0.83895 -1.40519
9 H -2.07483 -0.76015 -0.24245
10 H 1.49703 -0.88989 -0.19631

Values from the calculation:
strongest force on any atom = 3.516 eV/Å
electronic energy = -3465.20911 hartree
relative energy (zero: lowest compared OMol25 entry of this formula, charge and spin) = 26.60 kJ/mol
HOMO-LUMO gap = 8.506 eV

Here are the Löwdin charges for atoms 1 to 4, given in e: C -0.176; C -0.741; N -0.105; Cl -0.231